2 unconnected molecules or ions with the total composition C11H15IN3 in a non-equilibrium geometry, computed with ωB97M-V/def2-TZVPD.

Output
- 2S+1: 3
- Frontier orbital gap (spin up / spin down): 0.2381 / 0.1799 Eh
- Charge: +1
- ⟨S²⟩: 2.0192
- LUMO energy (spin up / spin down): -2.812 / -6.873 eV
- HOMO energy (spin up / spin down): -9.292 / -11.768 eV

```
30
Properties=species:S:1:pos:R:3:forces:R:3:lowdin_charge:R:1
C 0.958 -2.353 -0.976 -0.4462 -1.1372 -3.8853 -0.0256
C 0.008 -1.427 -1.384 0.8254 -1.9829 -0.0752 0.0520
C 1.462 -1.043 0.876 -0.3027 0.2067 1.5314 0.0797
C 0.579 -0.024 0.541 2.3464 -2.5705 1.7541 -0.1260
C 1.696 -2.278 0.156 0.6596 2.4381 1.6630 -0.2262
C -0.158 -0.280 -0.612 -3.2897 3.9964 -1.3116 -0.1501
C -0.813 1.810 1.545 0.8187 0.0768 -0.2229 -0.2204
C 0.510 1.178 1.425 0.6624 0.6428 1.4009 -0.2562
C -1.739 0.754 -2.146 -1.0517 -1.0276 -3.2622 -0.1385
C 2.699 -3.276 0.604 -2.2749 -2.0654 -1.7712 -0.0034
C 1.580 2.235 1.017 -1.4390 1.4810 -0.8760 -0.0176
N -1.794 2.392 1.611 -0.6501 0.3260 0.0154 0.1781
N -1.027 0.739 -1.017 2.8437 -3.8468 1.1125 0.0303
N -2.683 1.923 -2.208 1.2238 0.9152 -0.4468 0.1033
I -4.290 -0.097 0.777 -0.3336 -0.2769 0.7321 0.3618
H 1.306 -3.088 -1.734 -0.8836 0.0601 0.6424 0.1494
H -0.610 -1.565 -2.254 0.1742 0.1226 -0.2914 0.1116
H 1.996 -1.070 1.829 -0.1345 0.8272 -0.1283 0.1379
H 0.647 0.862 2.503 0.4615 0.0659 -1.1568 0.1775
H 3.358 -3.528 -0.220 0.5132 0.2841 -0.1418 0.0968
H 3.234 -3.187 1.526 -0.0580 0.3870 0.4910 0.0844
H 2.033 -4.216 0.552 1.1574 0.8104 0.8085 0.1391
H 1.392 2.756 0.065 -0.6977 -0.5676 -0.0753 0.0991
H 2.583 1.995 0.881 1.6081 -1.7861 0.1251 0.0655
H 1.665 3.084 1.653 -0.5346 0.4639 1.2029 0.0808
H -4.903 -0.255 2.305 0.3316 0.1733 -0.8311 -0.2832
H -0.992 1.477 -0.417 -0.0389 2.8238 1.8161 0.0380
H -2.412 2.559 -3.039 -0.2347 -0.8589 1.8253 0.1840
H -2.765 2.460 -1.297 -0.6220 -0.3690 -1.2456 0.1513
H -3.519 1.463 -2.562 -0.6342 0.3876 0.6006 0.1264
```
Positions in Å, forces in eV/Å.